{"formula": "C3H5NO3", "method": "ωB97M-V/def2-TZVPD", "lumo_energy_ev": 0.480, "homo_ev": -9.921, "fmax_ev_per_a": 2.39, "e_above_lowest_kj_mol": 248.1, "charge": 0, "smiles": "NC(=O)COC=O", "e_tot_ev": -10823.1159, "species": ["N", "C", "O", "C", "O", "C", "O", "H", "H", "H", "H", "H"], "xyz": [[0.163, 0.901, -1.535], [0.172, 0.948, -0.159], [-0.660, 1.545, 0.477], [1.147, 0.095, 0.605], [0.235, -1.219, 1.041], [-1.115, -1.308, 0.735], [-1.942, -0.444, 0.767], [0.714, 0.244, -2.067], [-0.748, 1.115, -1.920], [2.123, -0.048, 0.059], [1.350, 0.488, 1.593], [-1.440, -2.317, 0.403]], "forces_ev_per_a": [[-0.15, -0.19, 0.15], [-0.52, 0.23, 0.35], [0.58, 1.13, -0.50], [-1.11, -1.27, 0.62], [1.25, 1.19, -1.65], [-0.14, 0.52, -0.35], [0.31, -0.85, 0.32], [0.01, 0.00, 0.31], [0.22, 0.18, -0.06], [-1.23, -1.16, 0.51], [-0.07, 0.28, -0.12], [0.85, -0.05, 0.43]]}

{"formula": "C30H48IrP2S", "method": "ωB97M-V/def2-TZVPD", "lumo_energy_ev": [-4.301, -9.361], "homo_ev": [-11.591, -13.614], "fmax_ev_per_a": 1.95, "e_above_lowest_kj_mol": 0.0, "spin_multiplicity": 6, "charge": 2, "s_squared": 8.769, "e_tot_ev": -64122.0612, "species": ["Ir", "C", "C", "C", "C", "C", "C", "H", "H", "H", "C", "H", "H", "H", "C", "H", "H", "H", "C", "H", "H", "H", "C", "H", "H", "H", "C", "C", "C", "C", "C", "C", "C", "C", "H", "H", "H", "H", "H", "H", "H", "H", "H", "H", "H", "H", "P", "P", "C", "C", "H", "H", "H", "H", "C", "H", "H", "H", "C", "H", "H", "H", "C", "H", "H", "H", "C", "H", "H", "H", "S", "C", "C", "C", "C", "C", "C", "H", "H", "H", "H", "H"], "xyz": [[0.502, -0.382, -0.096], [0.752, 1.668, -0.635], [-0.416, 1.250, -1.413], [-1.115, 1.568, 0.788], [0.283, 1.874, 0.733], [-1.555, 1.220, -0.524], [2.072, 2.135, -1.161], [2.186, 1.876, -2.215], [2.890, 1.684, -0.584], [2.171, 3.224, -1.066], [1.089, 2.528, 1.793], [2.158, 2.296, 1.683], [0.762, 2.234, 2.792], [0.985, 3.621, 1.725], [-1.954, 1.619, 2.011], [-2.245, 2.653, 2.249], [-1.410, 1.225, 2.882], [-2.876, 1.035, 1.897], [-2.963, 0.962, -0.927], [-3.536, 1.902, -0.944], [-3.481, 0.293, -0.226], [-3.023, 0.527, -1.930], [-0.485, 1.196, -2.907], [-0.964, 2.099, -3.319], [-1.084, 0.340, -3.239], [0.514, 1.125, -3.344], [3.785, -4.680, -2.623], [3.891, -3.886, -3.704], [3.577, -4.354, -5.095], [2.280, -5.196, -5.253], [1.165, -4.820, -4.318], [0.940, -5.416, -3.134], [1.879, -6.388, -2.475], [3.392, -6.128, -2.691], [4.423, -4.954, -5.471], [2.520, -6.268, -5.185], [3.486, -3.491, -5.776], [3.714, -6.588, -3.635], [4.139, -4.347, -1.644], [4.403, -2.924, -3.641], [3.928, -6.659, -1.894], [1.700, -6.404, -1.385], [-0.039, -5.318, -2.653], [1.641, -7.402, -2.841], [1.919, -5.024, -6.277], [0.440, -4.112, -4.736], [1.977, -1.718, -1.031], [-0.982, -2.115, -0.150], [1.411, -3.432, -0.766], [0.111, -3.601, 0.022], [2.237, -3.969, -0.275], [1.314, -3.859, -1.773], [-0.483, -4.462, -0.340], [0.310, -3.768, 1.093], [-2.308, -2.144, 1.064], [-3.043, -1.361, 0.844], [-1.923, -1.977, 2.078], [-2.817, -3.119, 1.043], [-1.722, -2.233, -1.801], [-1.886, -3.285, -2.065], [-1.086, -1.774, -2.563], [-2.685, -1.710, -1.797], [3.653, -1.540, -0.383], [3.837, -0.476, -0.182], [4.375, -1.912, -1.125], [3.749, -2.100, 0.558], [1.975, -1.319, -2.799], [0.952, -1.189, -3.173], [2.468, -2.120, -3.361], [2.524, -0.376, -2.938], [1.409, -0.965, 2.034], [0.357, -1.067, 3.436], [0.214, 0.025, 4.319], [-0.622, -0.058, 5.427], [-1.270, -1.265, 5.742], [-1.053, -2.386, 4.926], [-0.238, -2.298, 3.802], [0.799, 0.925, 4.126], [-0.765, 0.830, 6.051], [-1.911, -1.329, 6.616], [-1.526, -3.345, 5.166], [-0.037, -3.170, 3.182]], "forces_ev_per_a": [[1.42, -0.74, 1.11], [-0.96, 1.25, 0.53], [-1.05, 1.57, 0.41], [-0.87, 0.72, 0.10], [0.50, 0.31, -0.80], [0.11, 0.48, -0.46], [-0.03, -0.12, 0.03], [0.09, 0.03, 0.15], [-0.05, 0.13, -0.14], [-0.08, -0.16, 0.01], [0.30, 0.06, 0.19], [-0.30, 0.07, 0.09], [0.05, 0.16, -0.25], [0.00, -0.17, -0.03], [-0.08, -0.18, 0.10], [0.05, -0.12, -0.04], [-0.15, 0.18, -0.28], [0.20, 0.21, -0.02], [-0.22, -0.05, -0.07], [0.15, -0.22, 0.01], [0.10, 0.23, -0.20], [-0.02, 0.12, 0.18], [0.10, -0.29, 0.07], [0.09, -0.18, 0.26], [0.10, 0.18, -0.05], [-0.24, -0.01, 0.00], [0.61, 0.37, -0.59], [0.61, -0.80, 0.58], [-0.25, 0.12, -0.54], [0.38, 0.12, -0.26], [-0.52, -0.54, 0.29], [-0.19, -0.03, -0.94], [0.07, -0.38, 0.21], [-0.22, -0.32, 0.10], [-0.17, 0.25, 0.05], [-0.28, 0.42, 0.04], [0.20, -0.19, 0.32], [0.02, 0.28, 0.33], [-0.07, 0.18, -0.25], [-0.24, -0.07, 0.21], [-0.09, 0.05, -0.22], [-0.15, 0.01, -0.40], [0.26, 0.33, -0.04], [0.09, 0.23, 0.25], [0.08, -0.19, 0.23], [0.02, -0.27, 0.30], [0.87, -1.39, -0.56], [-0.15, -0.15, -0.13], [0.53, -0.45, -0.32], [-0.76, -0.02, 0.17], [-0.32, 0.04, -0.16], [0.05, 0.02, 0.27], [0.42, 0.17, 0.16], [-0.11, 0.13, -0.35], [-0.52, -0.62, 0.23], [0.25, -0.25, -0.03], [0.00, -0.03, -0.33], [-0.02, 0.23, 0.07], [-0.37, -0.44, -0.09], [-0.11, 0.19, -0.07], [-0.04, -0.17, 0.19], [0.16, -0.16, -0.04], [0.39, -0.04, -0.24], [0.12, -0.32, -0.07], [-0.05, 0.09, 0.30], [-0.02, 0.16, -0.29], [0.23, -0.04, -0.31], [0.27, -0.09, 0.14], [-0.14, 0.18, 0.07], [-0.13, -0.28, 0.01], [-0.11, 0.63, 0.48], [-0.40, -0.65, 1.54], [0.33, -0.15, -0.59], [-0.21, -0.28, 0.17], [0.35, 0.17, -0.57], [-0.10, 0.08, 0.23], [0.19, 0.58, -0.46], [-0.32, -0.23, 0.21], [0.13, -0.43, -0.16], [0.12, -0.01, -0.19], [0.24, 0.41, -0.03], [-0.19, 0.07, 0.23]]}

{"formula": "C6H5Cl2NO", "method": "ωB97M-V/def2-TZVPD", "lumo_energy_ev": [-0.092, -0.985], "homo_ev": [-7.361, -8.845], "fmax_ev_per_a": 3.09, "e_above_lowest_kj_mol": 90.7, "charge": 0, "e_tot_ev": -34881.5713, "species": ["C", "C", "C", "C", "C", "C", "N", "O", "Cl", "Cl", "H", "H", "H", "H", "H"], "xyz": [[-0.981, -0.530, -1.269], [0.392, -0.724, -1.280], [-0.941, -0.094, 1.111], [-1.622, -0.214, -0.058], [0.533, -0.149, 1.145], [1.131, -0.578, -0.128], [1.149, 2.137, -0.732], [1.179, 2.371, 0.417], [-3.341, -0.021, -0.072], [2.818, -0.900, -0.136], [-1.560, -0.630, -2.171], [0.883, -1.009, -2.196], [-1.460, 0.114, 2.034], [0.901, 0.925, 1.326], [0.918, -0.699, 2.009]], "forces_ev_per_a": [[-0.32, 0.10, -0.27], [0.67, -0.09, 0.46], [-0.50, 0.04, -0.35], [0.22, 0.01, 0.74], [0.51, 0.86, 0.54], [-0.37, -0.23, -0.69], [0.20, 0.59, 2.50], [-0.03, 0.44, -3.06], [-0.26, 0.00, -0.01], [0.19, 0.03, 0.04], [-0.05, -0.02, -0.09], [0.11, -0.02, -0.08], [-0.10, 0.02, 0.03], [-0.26, -1.58, 0.30], [0.00, -0.16, -0.07]]}